1.
C27H27NO6 | the ωB97M-V functional and the def2-TZVPD basis

```
61
Properties=species:S:1:pos:R:3
C -4.33 -3.99 -0.92
H -4.75 -3.66 -1.90
H -3.83 -4.91 -1.17
H -4.99 -4.01 -0.17
O -3.28 -3.25 -0.96
C -2.49 -3.49 0.21
O -2.64 -4.52 1.00
C -1.36 -2.39 0.18
C -1.26 -1.30 -0.65
C -0.15 -0.46 -0.37
C 0.67 -0.38 0.69
C 0.50 -1.59 1.41
C -0.40 -2.77 1.22
H -0.51 -3.36 2.02
H 1.31 -1.85 2.18
C 1.76 0.38 1.00
N 1.41 1.62 1.16
C 1.83 2.25 0.05
O 1.89 3.49 -0.60
C 2.47 0.99 -0.31
O 3.85 1.00 -0.49
C 4.47 -0.07 -0.42
C 4.00 -1.31 -0.63
C 4.75 -2.49 -0.68
C 6.18 -2.25 -1.15
C 6.85 -1.14 -0.80
C 5.99 -0.23 -0.63
H 6.44 1.10 -0.57
H 7.76 -1.09 -0.72
H 6.84 -3.33 -0.96
H 4.36 -3.40 -0.99
H 2.90 -1.57 -0.77
H 2.16 0.54 -1.34
C 0.77 2.27 2.25
H 0.63 3.39 2.02
H 1.55 2.54 3.14
C -0.50 1.77 2.54
C -1.55 1.63 1.88
C -2.53 0.66 1.74
C -3.56 0.55 0.81
C -3.35 1.14 -0.26
C -2.61 2.32 -0.29
C -1.66 2.40 0.53
H -0.88 3.09 0.44
O -2.62 3.05 -1.74
C -1.45 3.98 -1.83
H -1.72 4.36 -2.76
H -1.63 4.67 -1.02
H -0.53 3.80 -1.87
O -4.40 1.14 -1.44
C -5.17 0.07 -1.51
H -5.69 0.11 -2.47
H -4.51 -0.89 -1.46
H -5.85 0.05 -0.55
H -4.05 -0.43 0.94
H -2.48 0.07 2.79
H -0.35 0.71 3.06
H -1.02 2.39 3.57
H 2.58 0.16 1.65
H 0.03 0.43 -0.72
H -1.84 -1.26 -1.45
```

- HOMO (eV) = -8.52
- multiplicity = 1
- total energy (a.u.) = -1550.38949
- total charge = 0
- maximum force (eV Å⁻¹) = 19.083

***

2.
C27H28CeN2O4P2S | the ωB97M-V functional and the def2-TZVPD basis

```
65
Properties=species:S:1:pos:R:3
C -1.14 3.59 -3.35
C -0.99 2.30 -2.79
C 0.31 1.81 -2.48
C 1.41 2.66 -2.54
C 1.29 3.92 -3.18
C 0.01 4.38 -3.55
C 2.68 2.04 -1.90
C 2.85 0.62 -2.52
C 1.69 -0.12 -2.46
C 1.77 -1.55 -2.55
C 2.99 -2.14 -2.88
C 4.15 -1.34 -3.06
C 4.08 0.04 -2.91
H -2.13 3.98 -3.58
H 2.16 4.53 -3.29
H -0.11 5.38 -3.92
H 3.57 2.67 -2.18
H 3.07 -3.24 -2.94
H 5.10 -1.81 -3.23
H 4.95 0.69 -2.98
N 0.51 0.52 -1.99
Ce 0.86 0.74 0.28
C -2.19 1.45 -2.43
H -2.08 0.44 -2.88
H -3.15 1.91 -2.72
C 0.56 -2.35 -2.12
H -0.36 -1.89 -2.52
H 0.62 -3.42 -2.34
P -2.23 1.07 -0.60
P 0.43 -2.22 -0.26
C 1.57 -3.62 0.15
H 1.62 -3.70 1.24
H 1.13 -4.53 -0.29
H 2.57 -3.42 -0.26
C -1.19 -3.04 0.04
H -1.22 -4.01 -0.50
H -1.29 -3.19 1.12
H -1.99 -2.37 -0.31
C -2.58 2.77 0.05
H -3.63 2.99 -0.21
H -2.40 2.79 1.14
H -1.90 3.48 -0.44
C -3.89 0.29 -0.45
H -4.09 0.01 0.60
H -4.66 1.00 -0.82
H -3.88 -0.63 -1.06
C 2.81 -0.62 0.73
O 3.74 -1.20 1.02
H 2.68 1.56 -0.91
O -0.55 1.45 2.07
C -0.33 0.45 2.86
N 0.50 -0.50 2.43
S 0.71 -1.79 3.52
O 0.11 -2.98 2.99
O 2.06 -1.84 3.99
C -0.41 -1.05 4.67
C -0.91 -1.65 5.79
C -1.89 -1.01 6.56
C -2.39 0.23 6.11
C -1.89 0.82 4.94
C -0.88 0.18 4.18
H -0.54 -2.65 6.12
H -2.24 -1.44 7.48
H -3.17 0.72 6.72
H -2.25 1.81 4.62
```

- HOMO (spin up / spin down) (eV) = -10.44 / -10.43
- multiplicity = 2
- total energy (a.u.) = -3012.00918
- total charge = +1
- maximum force (eV Å⁻¹) = 4.547

***

3.
C27H28Cl8IrN7O4S | the ωB97M-V functional and the def2-TZVPD basis

```
76
Properties=species:S:1:pos:R:3
Ir 0.17 -2.08 -1.05
N 2.07 -2.40 -0.39
N 2.15 -2.60 1.01
C 1.03 -2.49 1.78
N 1.17 -2.70 3.07
N -0.07 -2.16 1.09
N -1.29 -1.96 1.75
O -1.39 -2.18 2.94
O -2.19 -1.61 1.03
H 2.46 -3.21 -0.88
H 2.65 -1.59 -0.65
H 3.04 -2.86 1.39
H 2.06 -2.93 3.48
H 0.35 -2.60 3.66
Cl -1.96 -1.48 -2.34
C -0.76 -1.66 -3.61
C 0.46 -2.01 -3.05
C 1.51 -2.22 -3.91
Cl 3.07 -2.62 -3.27
C 1.33 -2.12 -5.30
Cl 2.63 -2.39 -6.36
C 0.07 -1.78 -5.82
Cl -0.16 -1.63 -7.50
C -1.01 -1.54 -4.96
Cl -2.57 -1.14 -5.51
Cl 0.32 -0.18 5.48
C 0.15 0.94 4.18
C 1.25 1.63 3.71
C 1.08 2.55 2.69
C -0.16 2.80 2.11
C -0.25 3.83 1.00
C -0.66 3.26 -0.37
N 0.07 2.05 -0.73
C 1.25 1.97 -1.45
C 1.50 0.65 -1.63
N 0.50 -0.07 -1.01
C -0.34 0.81 -0.48
O -1.22 4.84 1.23
C -1.08 5.60 2.42
C -0.91 7.06 2.10
C -0.17 7.98 2.89
Cl 0.68 7.61 4.26
S -0.25 9.61 2.31
C -1.23 9.09 1.03
C -1.50 7.71 1.04
C -1.25 2.07 2.60
Cl -2.86 2.29 1.97
C -1.11 1.15 3.63
H 2.22 1.47 4.16
H 1.94 3.11 2.33
H 0.75 4.28 0.91
H -0.51 4.01 -1.14
H -1.72 3.01 -0.34
H 1.77 2.84 -1.80
H 2.28 0.18 -2.20
H -1.25 0.57 0.05
H -0.27 5.24 3.06
H -2.01 5.50 2.99
H -1.59 9.81 0.30
H -2.12 7.23 0.30
H -1.97 0.62 4.01
C -1.26 -5.14 -3.12
C -1.44 -4.75 -1.68
O -0.22 -4.18 -1.09
C 0.72 -5.22 -0.70
C 0.38 -5.82 0.64
H -2.21 -5.55 -3.48
H -0.51 -5.93 -3.25
H -0.99 -4.30 -3.75
H -1.71 -5.61 -1.06
H -2.21 -4.00 -1.54
H 1.71 -4.77 -0.68
H 0.73 -5.97 -1.49
H 0.44 -5.08 1.44
H 1.09 -6.62 0.87
H -0.62 -6.26 0.66
```

- HOMO (spin up / spin down) (eV) = -15.34 / -15.34
- multiplicity = 2
- total energy (a.u.) = -5912.95681
- total charge = +3
- maximum force (eV Å⁻¹) = 0.529

***

4.
C27H28F10HfN4O9S3 | the ωB97M-V functional and the def2-TZVPD basis

```
82
Properties=species:S:1:pos:R:3
C 3.59 0.92 -6.00
N 2.50 0.29 -5.20
C 2.80 -0.50 -4.19
C 1.87 -1.00 -3.33
C 0.50 -0.81 -3.61
C 0.19 -0.01 -4.71
C 1.19 0.60 -5.39
C -0.54 -1.40 -2.76
C -1.62 -2.00 -3.37
C -2.53 -2.66 -2.54
N -2.39 -2.66 -1.19
C -1.42 -1.94 -0.54
C -0.46 -1.36 -1.33
C -3.35 -3.29 -0.28
H 3.83 0.16 -6.74
H 4.46 1.31 -5.47
H 3.11 1.80 -6.44
H 3.85 -0.66 -4.05
H 2.12 -1.49 -2.40
H -0.78 0.31 -5.06
H 1.16 1.30 -6.22
H -1.65 -2.09 -4.44
H -3.41 -3.18 -2.90
H -1.36 -1.97 0.53
H 0.32 -0.81 -0.83
H -2.95 -4.27 0.00
H -4.15 -3.68 -0.91
H -3.66 -2.66 0.55
C -5.11 -1.51 2.58
N -4.21 -0.57 1.90
C -2.98 -0.38 2.50
C -2.18 0.69 2.14
C -2.50 1.46 0.97
C -3.80 1.25 0.40
C -4.66 0.22 0.92
C -1.58 2.58 0.52
C -1.93 3.58 -0.45
C -0.95 4.51 -0.88
N 0.25 4.57 -0.34
C 0.69 3.67 0.51
C -0.25 2.70 0.93
C 1.05 5.68 -0.88
H -6.03 -1.49 2.00
H -5.38 -1.06 3.53
H -4.66 -2.51 2.64
H -2.60 -1.08 3.24
H -1.18 0.75 2.55
H -4.30 1.81 -0.38
H -5.69 0.11 0.61
H -2.86 3.66 -0.99
H -1.12 5.32 -1.57
H 1.66 3.93 0.94
H 0.29 1.90 1.43
H 0.61 6.67 -0.74
H 1.16 5.52 -1.95
H 2.00 5.80 -0.36
Hf 2.41 -2.15 2.75
C -0.69 -5.95 3.53
F -0.21 -5.93 4.83
F 0.11 -6.80 2.85
F -1.89 -6.48 3.66
S -0.81 -4.24 2.54
O -1.86 -3.58 3.28
O 0.51 -3.53 2.70
O -1.14 -4.63 1.19
C 5.44 1.00 0.84
F 6.54 0.17 0.79
F 5.17 1.37 2.07
F 5.75 2.16 0.12
S 3.87 0.09 0.07
O 4.21 -0.75 -1.07
O 3.47 -0.76 1.21
O 2.80 1.02 -0.30
C 3.08 2.11 5.06
F 2.63 3.35 5.31
F 4.32 2.10 4.51
F 3.12 1.20 6.02
S 2.02 1.37 3.61
O 2.44 -0.06 3.54
O 0.66 1.60 3.95
O 2.31 2.20 2.44
F 0.77 -0.92 1.59
```

- HOMO (eV) = -19.69
- multiplicity = 1
- total energy (a.u.) = -4181.56935
- total charge = +4
- maximum force (eV Å⁻¹) = 10.560

***

5.
C27H28HfI2N3OS4 | the ωB97M-V functional and the def2-TZVPD basis

```
66
Properties=species:S:1:pos:R:3
Hf -0.18 -0.12 0.36
C 2.98 1.96 1.47
C 2.06 1.95 2.68
S 0.28 1.83 2.32
C -0.15 3.48 1.67
C -1.58 3.47 1.18
S -2.00 2.23 -0.09
C -1.57 3.00 -1.69
C -0.10 3.28 -1.92
S 0.86 2.01 -1.06
C 2.53 2.01 -1.76
C 3.30 0.85 -1.14
S 2.79 0.40 0.56
H 4.01 2.04 1.81
H 2.77 2.80 0.81
H 2.22 2.85 3.29
H 2.26 1.09 3.32
H 0.57 3.76 0.90
H -0.06 4.18 2.50
H -1.87 4.45 0.79
H -2.26 3.24 2.00
H -2.17 3.90 -1.79
H -1.95 2.27 -2.42
H 0.19 4.25 -1.52
H 0.13 3.26 -2.99
H 2.98 2.97 -1.52
H 2.49 1.90 -2.84
H 4.37 1.05 -1.15
H 3.13 -0.08 -1.69
C -1.42 -1.09 4.63
C -2.80 -1.23 4.56
C -3.41 -1.24 3.31
C -2.63 -1.09 2.18
N -1.31 -0.82 2.26
C -0.72 -0.86 3.46
C -3.13 -1.27 0.81
C -4.35 -1.88 0.54
C -4.74 -2.10 -0.77
C -3.88 -1.72 -1.79
C -2.67 -1.16 -1.46
N -2.28 -0.95 -0.19
H -0.90 -1.13 5.58
H -3.39 -1.36 5.45
H -4.48 -1.38 3.23
H 0.36 -0.74 3.48
H -4.99 -2.19 1.36
H -5.68 -2.58 -0.98
H -4.14 -1.88 -2.83
H -1.97 -0.90 -2.24
I 2.67 -3.98 2.24
C 2.45 -3.47 0.25
C 3.19 -4.11 -0.77
C 3.06 -3.78 -2.09
I 4.20 -4.80 -3.52
C 2.17 -2.74 -2.48
C 1.95 -2.27 -3.78
C 1.07 -1.23 -4.00
C 0.42 -0.64 -2.92
N 0.57 -1.05 -1.66
C 1.43 -2.10 -1.45
C 1.57 -2.48 -0.10
O 0.77 -1.80 0.74
H 3.88 -4.89 -0.48
H 2.47 -2.73 -4.61
H 0.89 -0.85 -5.00
H -0.24 0.21 -3.09
```

- HOMO (eV) = -15.36
- multiplicity = 1
- total energy (a.u.) = -3520.62997
- total charge = +3
- maximum force (eV Å⁻¹) = 0.947

***

6.
C27H28IrN4O3S3 | the ωB97M-V functional and the def2-TZVPD basis

```
66
Properties=species:S:1:pos:R:3
Ir 0.12 0.45 -0.65
N 1.00 2.13 -2.19
C 2.16 1.62 -2.91
C 3.14 1.01 -1.91
N 2.48 0.09 -0.98
C 2.53 -1.32 -1.37
C 1.72 -1.56 -2.63
N 0.39 -0.97 -2.47
H 0.27 2.43 -2.83
H 1.27 2.94 -1.64
H 2.68 2.39 -3.48
H 1.80 0.87 -3.62
H 3.57 1.84 -1.34
H 3.94 0.51 -2.45
H 2.92 0.16 -0.07
H 2.08 -1.89 -0.55
H 3.56 -1.67 -1.52
H 1.67 -2.64 -2.80
H 2.24 -1.13 -3.48
H -0.29 -1.68 -2.18
H 0.05 -0.54 -3.32
O -3.72 1.21 0.38
C -2.62 1.37 -0.09
O -2.01 0.64 -0.96
C -1.82 2.58 0.35
C -2.46 3.77 0.71
C -1.69 4.86 1.02
C -0.28 4.73 1.04
C 0.58 5.80 1.37
C 1.94 5.62 1.39
C 2.49 4.36 1.10
C 1.68 3.30 0.78
C 0.28 3.47 0.72
N -0.51 2.43 0.33
H -3.53 3.79 0.71
H -2.13 5.82 1.25
H 0.14 6.76 1.60
H 2.59 6.44 1.64
H 3.56 4.23 1.13
H 2.08 2.32 0.58
O -0.02 -1.23 0.59
C -0.95 -2.25 0.85
C -0.15 -3.43 1.43
C 1.13 -3.40 1.88
C 1.56 -4.64 2.41
C 0.58 -5.58 2.37
S -0.86 -4.99 1.67
C -1.69 -2.77 -0.40
C -1.16 -3.63 -1.33
C -2.05 -3.93 -2.39
C -3.24 -3.28 -2.25
S -3.29 -2.31 -0.85
C -1.94 -1.82 1.93
C -1.83 -0.73 2.74
C -2.91 -0.61 3.66
C -3.80 -1.63 3.54
S -3.36 -2.74 2.32
H 1.75 -2.52 1.82
H 2.55 -4.82 2.81
H 0.62 -6.60 2.72
H -0.18 -4.08 -1.23
H -1.81 -4.59 -3.21
H -4.11 -3.36 -2.88
H -1.01 -0.04 2.68
H -3.01 0.19 4.37
H -4.70 -1.79 4.11
```

- HOMO (eV) = -10.02
- multiplicity = 1
- total energy (a.u.) = -2789.08901
- total charge = +1
- maximum force (eV Å⁻¹) = 3.476

***

7.
C27H28N2O3 | the ωB97M-V functional and the def2-TZVPD basis

```
60
Properties=species:S:1:pos:R:3
C -1.03 -7.53 2.01
O 0.14 -6.75 2.35
C 0.32 -5.56 1.73
C 1.59 -4.96 1.86
C 1.91 -3.91 1.04
N 1.00 -3.41 0.17
C 1.45 -2.46 -0.88
C 0.88 -1.09 -0.82
C 0.93 -0.17 0.27
C -0.14 0.45 0.96
C -1.44 0.65 0.42
C -2.30 1.54 1.01
C -1.97 2.15 2.26
O -2.82 3.09 2.75
C -2.63 3.54 4.11
C -0.78 1.75 2.92
C 0.14 0.97 2.25
C 0.81 -0.34 -1.99
C 0.96 -0.88 -3.33
O 0.86 0.98 -1.65
C -0.27 -3.87 0.15
C -0.65 -4.95 0.90
H -0.93 -8.42 2.63
H -1.95 -6.99 2.26
H -1.03 -7.80 0.95
H 2.32 -5.39 2.52
H 2.91 -3.46 1.01
H 2.55 -2.41 -0.81
H 1.20 -2.91 -1.85
H 1.91 -0.03 0.76
H -1.74 0.12 -0.49
H -3.26 1.82 0.55
H -3.33 4.36 4.22
H -2.88 2.73 4.82
H -1.61 3.90 4.30
H -0.58 2.10 3.94
H 1.10 0.73 2.72
H 0.50 -1.89 -3.37
H 0.46 -0.30 -4.11
H 2.03 -1.01 -3.60
H -0.95 -3.37 -0.56
H -1.65 -5.35 0.78
C 1.52 2.12 -3.65
C 0.44 1.97 -2.59
C -0.86 1.49 -3.12
N -1.85 1.00 -3.50
C 0.34 3.25 -1.77
C 1.52 3.85 -1.34
C 1.51 5.08 -0.69
C 0.29 5.71 -0.43
C -0.91 5.06 -0.76
C -0.89 3.83 -1.44
H 1.42 3.13 -4.07
H 2.50 2.01 -3.17
H 1.39 1.40 -4.46
H 2.47 3.33 -1.54
H 2.46 5.57 -0.43
H 0.29 6.72 0.03
H -1.86 5.52 -0.53
H -1.80 3.31 -1.72
```

- HOMO (eV) = -3.82
- multiplicity = 1
- total energy (a.u.) = -1380.64014
- total charge = 0
- maximum force (eV Å⁻¹) = 3.968